1.
{"formula": "C36H38O2P2Sn", "method": "ωB97M-V with the def2-TZVPD basis set", "energy_ev": -66444.1529, "homo_energy_ha": [-0.226, -0.206], "gap_ev": [6.20, 4.85], "de_lowest_kj_mol": 267.7, "lumo_energy_ev": [0.054, -0.747], "species": ["Sn", "P", "P", "O", "O", "C", "C", "C", "C", "C", "C", "C", "C", "C", "C", "C", "C", "C", "C", "C", "C", "C", "C", "C", "C", "C", "C", "C", "C", "C", "C", "C", "C", "C", "C", "C", "C", "C", "C", "C", "C", "H", "H", "H", "H", "H", "H", "H", "H", "H", "H", "H", "H", "H", "H", "H", "H", "H", "H", "H", "H", "H", "H", "H", "H", "H", "H", "H", "H", "H", "H", "H", "H", "H", "H", "H", "H", "H", "H"], "xyz": [[0.680, -1.991, -0.519], [-0.817, 0.206, -1.387], [-0.095, 2.267, 1.988], [1.245, 2.217, 1.050], [2.117, 1.791, -0.962], [-1.466, -4.075, -0.481], [1.858, -2.524, -2.295], [3.025, -3.253, -2.143], [-2.140, 1.796, -4.904], [-1.516, 1.483, -0.364], [1.126, -0.983, 4.995], [-0.375, 6.304, 2.448], [-0.858, 0.900, -3.058], [-1.736, -1.610, -1.508], [2.385, -1.183, 0.480], [-0.352, 5.342, 4.671], [-0.227, -0.661, 4.822], [-2.335, -1.617, 0.963], [0.388, 1.072, 3.232], [0.288, 1.854, -4.966], [-0.831, -1.655, 1.148], [-0.751, -4.194, 0.889], [-0.949, 2.128, -5.561], [0.339, 1.254, -3.709], [-1.409, 1.635, 1.009], [1.858, -2.896, -4.680], [2.949, -3.765, -4.520], [-0.232, 3.898, 2.719], [-0.282, 5.028, 1.886], [1.337, -2.235, -3.557], [3.560, -3.916, -3.265], [1.358, 2.458, -0.310], [2.104, -0.245, 4.319], [-0.983, -2.942, -1.397], [-2.861, -1.498, -0.491], [-0.129, -2.896, 1.328], [-0.262, 4.065, 4.121], [1.745, 0.788, 3.459], [-0.597, 0.369, 3.960], [-0.408, 6.463, 3.837], [-2.100, 1.179, -3.655], [-2.308, 1.533, 1.640], [-3.612, -2.276, -0.694], [3.329, -4.322, -5.385], [-0.375, 5.465, 5.751], [-3.382, -0.537, -0.605], [1.290, 1.070, -3.205], [2.119, -0.245, 0.975], [-2.551, -4.042, -0.315], [-0.987, 2.617, -6.536], [-1.282, -5.019, -1.019], [-0.193, 3.196, 4.772], [-2.084, 2.244, -0.927], [-2.719, -0.753, 1.531], [-2.096, -1.525, -2.553], [0.711, 3.311, -0.604], [4.450, -4.543, -3.152], [-1.461, -4.567, 1.654], [-0.414, 7.172, 1.796], [0.668, -2.934, 2.085], [0.522, -1.517, -3.680], [-3.104, 2.022, -5.362], [-1.653, 0.623, 3.839], [1.413, -1.804, 5.648], [2.522, 1.370, 2.961], [1.415, -2.721, -5.666], [0.040, -4.963, 0.824], [-0.419, -0.743, 1.596], [-0.710, -3.333, -2.383], [-0.232, 4.899, 0.806], [-0.476, 7.462, 4.268], [-2.782, -2.517, 1.417], [2.686, -1.948, 1.203], [-0.997, -1.220, 5.352], [3.141, -1.032, -0.293], [1.214, 2.119, -5.476], [3.162, -0.480, 4.454], [3.520, -3.326, -1.172], [-3.019, 0.905, -3.135]]}

2.
{"formula": "C20H42MgN2O9S3", "method": "ωB97M-V with the def2-TZVPD basis set", "energy_ev": -80773.4147, "homo_energy_ha": -0.239, "gap_ev": 6.25, "lumo_energy_ev": -0.256, "species": ["S", "S", "S", "Mg", "O", "O", "O", "O", "O", "O", "O", "O", "O", "N", "N", "C", "C", "C", "C", "C", "C", "C", "C", "C", "C", "C", "C", "C", "C", "C", "C", "C", "C", "C", "C", "H", "H", "H", "H", "H", "H", "H", "H", "H", "H", "H", "H", "H", "H", "H", "H", "H", "H", "H", "H", "H", "H", "H", "H", "H", "H", "H", "H", "H", "H", "H", "H", "H", "H", "H", "H", "H", "H", "H", "H", "H", "H"], "xyz": [[-0.746, 3.936, 1.070], [-2.338, 0.089, 3.399], [2.363, 0.910, 3.174], [-0.155, 0.693, 1.029], [0.597, 0.927, -0.833], [-2.912, -1.000, -5.340], [5.770, -3.015, -1.053], [0.401, -0.827, -0.073], [-1.254, 0.165, -0.587], [-0.542, -5.000, 3.019], [-0.496, 2.496, 1.456], [-1.003, 0.021, 2.667], [1.329, 0.885, 2.056], [-3.359, -4.900, -1.003], [0.388, 4.596, -3.349], [-3.450, 1.039, 2.257], [-2.610, 0.137, -5.017], [0.324, -3.647, 1.242], [4.923, -2.116, -1.122], [1.638, 0.052, 4.607], [-1.932, 1.109, -5.969], [0.666, 4.444, -0.006], [-2.926, -3.854, -1.321], [-3.186, -1.538, 3.295], [1.344, 2.191, -3.481], [0.829, 3.557, -3.400], [-2.428, -2.560, -1.808], [2.475, 2.618, 3.861], [3.795, -2.129, -0.135], [-2.050, 3.892, -0.226], [4.835, -1.059, -2.231], [-2.988, 0.585, -3.639], [0.326, -4.222, 2.618], [1.573, -3.895, 3.401], [-0.101, -0.133, -1.013], [3.021, 3.278, 3.189], [-1.768, -2.211, -1.010], [1.445, 2.964, 3.963], [2.356, -0.301, 5.347], [-2.711, -2.223, 3.994], [-1.781, -2.628, -2.680], [-0.865, 1.036, -5.766], [-0.169, -4.377, 0.597], [1.697, -4.618, 4.207], [3.307, -3.102, -0.127], [2.954, 2.656, 4.839], [0.561, 1.464, -3.282], [1.022, -0.758, 4.224], [0.546, 5.378, -0.553], [0.760, 3.661, -0.760], [-3.756, 1.349, -3.520], [2.989, -1.416, -0.323], [2.099, 2.102, -2.701], [-3.530, -0.265, -3.219], [1.877, 2.055, -4.422], [-4.238, -1.343, 3.504], [4.216, -1.810, 0.820], [-4.499, 0.798, 2.422], [4.553, -0.115, -1.766], [-3.215, 0.806, 1.217], [-3.186, 2.088, 2.378], [5.828, -0.905, -2.654], [1.516, 4.464, 0.674], [1.285, -3.617, 0.733], [1.036, 0.810, 5.110], [-2.094, 4.872, -0.700], [-1.746, 3.149, -0.967], [2.434, -3.809, 2.742], [-3.345, -1.992, -1.957], [-3.117, -1.910, 2.272], [-2.175, 0.669, -2.915], [-3.041, 3.559, 0.080], [-0.301, -2.769, 1.412], [1.375, -2.972, 3.950], [-2.416, 2.084, -5.898], [-2.164, 0.839, -6.999], [4.137, -1.381, -3.003]]}

3.
{"formula": "C4H12", "method": "ωB97M-V with the def2-TZVPD basis set", "energy_ev": -4342.0480, "homo_energy_ha": -0.427, "gap_ev": 12.74, "de_lowest_kj_mol": 46.3, "lumo_energy_ev": 1.107, "smiles": "CC.CC", "species": ["C", "C", "C", "C", "H", "H", "H", "H", "H", "H", "H", "H", "H", "H", "H", "H"], "xyz": [[-2.797, -0.535, -0.131], [-1.442, -1.025, 0.517], [1.834, 1.401, -0.504], [2.451, 0.148, 0.094], [1.634, -0.570, 0.234], [-2.543, 0.162, -0.924], [2.500, 2.157, -0.914], [3.266, -0.346, -0.436], [-3.371, -0.076, 0.669], [-1.126, -0.104, 1.017], [-0.701, -1.088, -0.286], [1.097, 1.104, -1.255], [-3.248, -1.416, -0.588], [2.786, 0.299, 1.127], [-1.588, -1.947, 1.064], [1.249, 1.837, 0.316]]}

4.
{"formula": "C4H8O2", "method": "ωB97M-V with the def2-TZVPD basis set", "energy_ev": -8370.3433, "homo_energy_ha": -0.370, "gap_ev": 11.13, "de_lowest_kj_mol": 283.5, "lumo_energy_ev": 1.061, "smiles": "C[C@H]1O[C@H]1CO", "species": ["O", "O", "C", "C", "C", "C", "H", "H", "H", "H", "H", "H", "H", "H"], "xyz": [[-0.227, -0.164, 1.408], [-2.578, 0.277, -0.182], [-1.240, 0.274, -0.637], [-0.496, -0.766, 0.158], [0.909, -0.630, 0.512], [1.834, 0.356, -0.192], [-0.772, 1.256, -0.472], [1.137, -1.266, 1.353], [-2.549, 0.464, 0.769], [-1.259, 0.060, -1.704], [2.153, 0.035, -1.199], [2.741, 0.547, 0.383], [1.310, 1.308, -0.331], [-0.963, -1.751, 0.136]]}

5.
{"formula": "C23H21BBrN7OPtS2", "method": "ωB97M-V with the def2-TZVPD basis set", "energy_ev": -132307.8713, "homo_energy_ha": -0.274, "gap_ev": 7.03, "de_lowest_kj_mol": 30.0, "lumo_energy_ev": -0.417, "species": ["Pt", "Br", "S", "S", "O", "N", "N", "N", "N", "N", "N", "N", "C", "C", "C", "C", "C", "C", "C", "C", "C", "C", "C", "C", "C", "C", "C", "C", "C", "C", "C", "C", "C", "C", "C", "B", "H", "H", "H", "H", "H", "H", "H", "H", "H", "H", "H", "H", "H", "H", "H", "H", "H", "H", "H", "H", "H"], "xyz": [[-0.578, 1.781, -0.701], [2.572, -4.135, 2.507], [1.540, 2.485, 0.053], [-1.816, 2.213, 1.200], [0.153, 1.436, -2.570], [-0.402, 4.391, 2.257], [0.053, -3.962, -3.888], [-1.509, -0.119, -1.195], [0.254, -4.875, -3.073], [-2.138, 4.899, 1.048], [1.508, 0.368, 1.787], [0.935, 2.238, 2.734], [-0.735, -0.710, -2.158], [0.097, 0.184, -2.916], [0.734, -0.336, -4.034], [-1.391, 3.876, 1.527], [1.190, 0.072, 3.093], [0.635, -1.697, -4.324], [0.000, -2.594, -3.491], [1.819, -3.735, -1.541], [-2.270, -0.864, -0.430], [-3.260, 4.765, 0.134], [-2.348, -2.257, -0.590], [0.824, 1.240, 3.671], [1.350, 1.692, 1.588], [2.003, -0.578, 0.804], [0.301, -5.406, -0.712], [-1.616, -2.865, -1.568], [-1.594, 6.085, 1.477], [2.391, -3.633, -0.285], [0.836, -5.273, 0.560], [-0.514, 5.760, 2.223], [-0.755, -2.100, -2.392], [0.755, -4.608, -1.754], [1.870, -4.375, 0.764], [0.806, 3.748, 3.054], [0.197, 6.386, 2.731], [0.463, -5.870, 1.380], [3.233, -2.974, -0.121], [-0.485, -6.126, -0.904], [1.818, -1.583, 1.174], [1.481, -0.430, -0.140], [-2.931, 4.299, -0.794], [1.299, 0.331, -4.669], [1.235, -0.932, 3.476], [-3.012, -2.828, 0.043], [-2.014, 7.037, 1.209], [2.214, -3.153, -2.363], [1.132, -2.099, -5.199], [3.071, -0.438, 0.643], [-2.878, -0.348, 0.304], [-4.040, 4.152, 0.577], [1.790, 4.333, 2.684], [-3.646, 5.760, -0.072], [0.604, 3.857, 4.238], [-1.711, -3.930, -1.723], [0.480, 1.448, 4.668]]}

6.
{"formula": "C3H8FNO", "method": "ωB97M-V with the def2-TZVPD basis set", "energy_ev": -9492.6873, "homo_energy_ha": -0.343, "gap_ev": 10.03, "de_lowest_kj_mol": 341.2, "lumo_energy_ev": 0.700, "smiles": "CN(F)CCO", "species": ["F", "O", "N", "C", "C", "C", "H", "H", "H", "H", "H", "H", "H", "H"], "xyz": [[1.020, 2.094, -1.315], [1.386, -1.982, 0.765], [0.232, 0.941, -1.118], [-1.027, 1.430, -0.521], [0.351, -1.220, 0.249], [1.041, 0.108, -0.205], [-0.131, -1.627, -0.686], [-1.467, 2.021, -1.392], [0.989, -2.520, 1.439], [-0.738, 2.054, 0.371], [-0.600, -1.125, 0.840], [1.121, 0.754, 0.686], [2.062, -0.122, -0.759], [-1.516, 0.501, -0.292]]}